DFT (ωB97M-V/def2-TZVPD) results for a 3-piece molecular cluster, C16H39BN6O6PS overall in a non-equilibrium geometry.

Structure (XYZ):
```
70
Properties=species:S:1:pos:R:3:forces:R:3:nbo_charge:R:1
H -6.480 -1.102 5.315 -0.298 2.298 0.456 0.21
O -4.978 0.943 3.569 0.316 -2.310 -0.485 -0.55
H -5.003 -1.270 3.505 0.195 2.201 -1.132 0.20
C 2.307 -3.232 -1.169 -0.566 -0.672 1.131 -0.73
N -4.210 -1.704 -0.410 2.487 3.254 3.386 -1.00
H 3.083 2.104 -1.860 0.097 -0.110 0.215 0.21
H 5.338 0.935 -2.083 0.210 0.147 0.028 0.19
H 5.522 2.494 -1.228 0.155 -0.395 -0.099 0.24
N -4.014 0.751 -0.162 0.955 -1.813 0.134 -0.83
H -2.264 -0.925 -2.156 -0.387 0.064 1.351 0.03
H 2.280 0.731 -1.043 -0.123 0.149 -0.076 0.19
H -6.781 0.417 6.514 0.220 -1.027 -2.549 0.25
H 5.567 3.767 -7.102 -0.143 0.175 -0.075 0.20
C 5.160 2.008 -5.017 0.169 -0.022 0.255 -0.42
H -3.318 0.981 -0.934 -2.025 -0.478 0.906 0.45
C -5.084 0.685 5.015 0.041 -0.541 1.038 -0.08
C 5.413 1.413 -1.103 -0.063 0.281 0.040 -0.41
H 0.441 -0.614 2.819 -1.853 -0.862 -1.652 0.24
H 4.730 1.649 -5.955 0.094 0.169 0.165 0.21
N 4.199 1.149 -0.359 0.052 -1.047 1.616 -0.43
N 0.904 -3.074 1.264 2.831 1.286 -2.025 -0.66
H 6.008 5.164 -4.100 -0.048 -0.070 -0.103 0.12
H 6.123 1.519 -4.842 -0.189 -0.131 -0.009 0.22
P -2.818 -2.063 -1.465 -0.259 -2.684 -3.354 0.88
C -6.557 0.069 5.396 0.475 0.027 0.228 -0.67
H 5.196 5.232 -6.157 -0.003 -0.205 0.057 0.22
H -4.265 -0.111 5.283 -1.479 1.474 -0.309 0.17
H -2.955 1.653 2.082 0.427 -2.593 0.891 0.22
H -7.416 0.395 4.650 1.940 -0.319 1.686 0.24
H 2.463 2.282 -0.192 -0.118 -0.029 -0.179 0.21
H 5.222 0.189 1.171 -0.045 0.083 -0.116 0.13
O 3.223 0.230 1.528 0.043 0.143 -0.405 -0.66
H -0.540 1.275 1.816 -1.535 -2.000 -0.828 0.25
C -3.988 -0.495 0.471 0.220 0.671 -0.498 0.85
O 2.355 -4.974 0.789 -2.930 7.482 -2.906 -0.57
S -3.500 -3.261 -2.892 0.448 0.904 1.385 -0.46
H -3.556 -3.606 2.057 0.088 -0.754 -2.219 0.52
N 5.361 3.441 -5.061 0.542 0.867 1.136 -0.43
H 1.615 -1.011 0.666 -2.314 -1.208 0.468 0.25
C 5.898 4.076 -3.961 -0.214 -0.588 -0.446 0.54
O -5.984 -3.355 0.429 2.974 2.393 1.828 -0.91
H 3.923 4.018 -6.445 0.079 0.132 -0.174 0.19
H 3.046 -4.016 -1.625 -1.603 1.473 1.052 0.27
H 1.449 -2.925 2.165 -0.940 -0.815 -1.286 0.40
H -1.324 0.383 0.349 0.146 -0.283 2.067 0.18
H -5.852 -0.352 2.069 1.719 0.140 1.665 0.19
H -4.805 1.673 5.624 -0.849 -2.057 -1.761 0.23
O -3.572 -3.845 1.064 -1.806 3.370 0.336 -0.93
H 4.488 1.768 -4.188 0.056 -0.170 -0.121 0.20
C -4.923 -0.314 2.807 -2.461 -1.093 0.760 0.08
C 1.864 -3.786 0.337 2.214 -5.595 2.413 0.67
C 4.210 0.485 0.849 -0.047 0.601 -1.036 0.53
B -4.532 -2.962 0.374 -2.234 -3.784 2.165 1.33
H 0.078 -1.613 -0.256 0.806 -0.337 2.083 0.16
C 4.991 4.163 -6.260 0.005 -0.177 0.016 -0.40
O 6.232 3.528 -2.918 -0.270 0.245 -1.004 -0.64
H 6.289 1.022 -0.579 -0.210 0.006 -0.013 0.21
H 1.318 -3.182 -1.808 2.138 0.172 1.132 0.23
H -1.742 -2.791 -0.810 -0.820 1.218 0.336 0.07
H -4.694 1.460 0.193 1.578 -0.553 0.042 0.46
H -6.344 -3.173 1.367 0.744 -0.849 -2.099 0.51
N -3.688 -0.495 1.953 -1.080 1.028 -2.404 -0.52
C 2.934 1.597 -0.903 -0.065 -0.086 0.299 -0.41
C -1.194 0.324 1.511 0.312 0.392 1.147 -0.43
H -2.365 0.433 3.486 -0.974 0.040 -2.562 0.26
H -0.980 -1.846 2.481 0.976 1.669 -1.108 0.22
H 2.860 -2.207 -1.052 -1.309 -1.825 -0.310 0.24
C -2.632 0.531 2.332 2.330 1.659 -0.670 -0.24
C 0.611 -1.645 0.793 -0.130 1.026 0.441 -0.25
C -0.343 -0.989 2.000 1.308 0.240 -0.341 -0.45
```
Positions in Å, forces in eV/Å.

Properties
- HOMO level: -0.4088 Ha
- Electronic energy: -59237.92388 eV
- Net charge: +1
- Energy relative to the best compared isomer or geometry (same formula, charge and spin): 166.6 kcal per mole